ORCA calculation (ωB97M-V/def2-TZVPD) on a structure of composition C11H19I2N4O3.

Structure (XYZ):
```
39
Properties=species:S:1:pos:R:3:forces:R:3
C 0.7840 4.9611 0.7154 0.052 -0.039 0.059
O 0.7676 4.3477 -0.5714 0.015 0.055 -0.028
C -0.4361 3.7580 -0.9233 0.043 -0.009 0.018
N -0.2563 2.2968 -1.0193 0.115 0.106 0.199
C 0.7240 1.7728 -1.9109 -0.123 -0.074 -0.174
I 0.1264 1.8137 -3.9142 0.000 -0.051 0.050
C 1.8835 1.3139 -1.4388 0.018 0.117 0.160
C 2.2705 1.4390 0.0161 -0.088 -0.011 -0.054
I 3.3087 0.4522 -2.6688 0.042 -0.012 -0.063
C -1.0182 1.4501 -0.3317 -0.114 -0.069 -0.039
N -1.9782 1.7681 0.5527 -0.043 -0.130 -0.114
C -2.4530 0.5975 0.9564 -0.070 0.135 0.157
O -3.3733 0.4022 1.8895 0.011 -0.375 -0.308
N -1.8571 -0.4431 0.3784 -0.034 0.152 -0.096
C -1.9958 -1.8870 0.5607 0.121 -0.039 0.201
C -1.0472 -2.4518 1.6358 0.168 0.043 -0.075
C -0.1217 -3.5843 1.1444 -0.014 0.137 -0.022
C 1.3797 -3.2730 1.2192 0.009 -0.037 -0.006
O 2.0001 -4.3474 1.9017 -0.028 0.003 -0.040
N -0.9156 0.1112 -0.4541 0.066 -0.062 0.139
H 1.8260 5.1371 0.9695 0.003 0.006 -0.016
H 0.3366 4.3081 1.4707 0.004 0.015 -0.004
H 0.2612 5.9191 0.6959 -0.047 -0.038 0.007
H -1.2220 3.9334 -0.1890 -0.057 0.026 -0.089
H -0.7405 4.1156 -1.9090 0.012 -0.011 0.003
H 1.4491 1.1680 0.6825 0.007 0.005 -0.012
H 2.5265 2.4798 0.2187 0.054 -0.023 0.009
H 3.1249 0.8115 0.2511 -0.003 0.011 0.011
H -4.2110 0.8313 1.6645 0.104 0.280 0.133
H -1.7986 -2.3345 -0.4138 -0.124 -0.013 -0.018
H -3.0405 -2.0525 0.8131 -0.008 -0.007 -0.076
H -0.4354 -1.6262 2.0095 -0.041 -0.010 0.033
H -1.6388 -2.7905 2.4846 -0.026 0.019 -0.019
H -0.2809 -4.4777 1.7455 0.013 -0.013 -0.013
H -0.3802 -3.8506 0.1166 -0.032 -0.101 0.051
H 1.5522 -2.3286 1.7523 -0.027 -0.026 0.034
H 1.8039 -3.1641 0.2142 -0.009 0.013 0.005
H 2.9552 -4.2757 1.8207 0.043 0.003 0.010
H -0.2829 -0.4437 -1.0108 -0.014 0.022 -0.012
```
Positions in Å, forces in eV/Å.

Spin multiplicity: 1
Kohn-Sham gap in eV: 9.23
E_HOMO in hartree: -0.4407
LUMO energy in eV: -2.76
Charge: +1

Now the Mulliken charges, all in e: -0.755, -0.330, -0.785, 0.505, -1.098, 0.252, 0.301, -1.028, 0.211, 0.890, -0.555, 0.247, -0.464, 0.052, -0.887, -0.534, -0.681, -0.384, -0.533, -0.057, 0.263, 0.345, 0.340, 0.455, 0.344, 0.201, 0.191, 0.514, 0.389, 0.521, 0.294, 0.395, 0.419, 0.417, 0.346, 0.250, 0.266, 0.315, 0.369

***

ORCA calculation (ωB97M-V/def2-TZVPD) on a cluster of 13 separate species, C35H54FN16O4S2 in total.

Structure (XYZ):
```
112
Properties=species:S:1:pos:R:3:forces:R:3
C 1.8814 0.8174 1.8667 -0.063 0.031 -0.799
C 2.0022 0.4379 0.3985 -0.822 -0.100 0.863
F 1.7736 1.5567 -0.3674 0.084 0.073 -0.238
C 3.3886 -0.1293 0.1044 0.320 1.089 0.697
N 3.8135 0.0982 -1.2723 0.194 -0.891 -0.360
N 3.8728 1.2352 -1.8534 -0.207 1.204 0.529
N 4.3471 1.1117 -3.0598 0.185 -0.882 -0.223
C 4.5805 -0.1985 -3.2247 0.064 1.897 -1.186
N 4.2608 -0.8379 -2.1336 -0.830 -1.580 0.482
S 4.5482 -2.5491 -2.0061 0.536 -0.581 0.515
C 3.0723 -3.4349 -1.4556 -0.828 0.574 0.146
C 1.8071 -3.2347 -2.2906 -0.860 0.163 -0.401
O 1.6831 -3.7407 -3.3585 0.544 0.067 -0.472
O 0.7816 -2.5049 -1.7576 0.831 -0.735 0.577
C 0.2380 -3.2628 -0.6369 -0.729 1.031 0.665
C -1.3096 -3.3037 -0.7048 0.553 -1.655 -0.919
C -1.7178 -4.5858 -1.4548 0.233 0.584 -0.045
O -1.7745 -2.1349 -1.3617 -0.162 0.412 0.772
C -3.0829 -1.8912 -1.0880 -0.535 0.552 -0.243
O -3.8733 -2.7598 -0.8621 -0.109 -0.545 0.359
C -3.5526 -0.4479 -1.0944 1.184 -0.253 -1.171
S -2.2324 0.7498 -0.8172 0.340 0.558 0.920
H 0.8573 1.1469 1.9991 -0.176 -0.100 0.271
H 2.5341 1.6552 2.0890 0.256 -0.114 0.191
H 2.1046 -0.0547 2.4742 0.018 0.110 0.331
H 1.1978 -0.2651 0.1944 0.036 -0.247 -0.526
H 3.5040 -1.1640 0.3907 -0.098 -0.341 -0.322
H 4.0931 0.4174 0.7354 0.118 0.035 -0.143
H 4.9872 -0.6018 -4.1319 -0.015 -0.426 -0.013
H 3.3609 -4.4733 -1.6111 0.413 -0.057 -0.183
H 2.8610 -3.3343 -0.3959 0.204 0.321 0.137
H 0.5518 -2.8134 0.3093 0.129 0.254 -0.118
H 0.6125 -4.2825 -0.6523 -0.016 -0.125 -0.049
H -1.7203 -3.3694 0.2994 0.110 0.265 0.229
H -1.0263 -5.3899 -1.2246 -0.015 -0.214 0.106
H -2.7232 -4.8839 -1.1986 -0.180 -0.021 -0.144
H -1.6328 -4.3639 -2.5161 -0.153 -0.178 -0.198
H -3.9910 -0.2594 -2.0750 -0.154 0.029 0.098
H -4.3405 -0.3908 -0.3558 -0.025 0.272 0.150
H -1.9672 1.3071 -2.0131 -0.535 -0.412 -0.125
C 6.8356 -1.5446 2.6616 -0.072 0.038 -0.007
C 5.7951 -0.5250 2.7681 0.357 -0.183 0.108
N 4.9924 0.2897 2.8514 -0.167 0.064 -0.155
H 7.0812 -1.7165 1.6144 0.010 0.010 -0.002
H 7.7254 -1.2111 3.1898 -0.015 -0.013 0.066
H 6.4889 -2.4740 3.1080 0.023 0.006 0.057
C -7.8975 -0.8953 -1.6308 0.442 0.091 -0.157
C -6.8420 -0.1737 -2.3373 -0.286 -0.276 0.069
N -6.0046 0.3841 -2.8865 0.129 0.194 -0.126
H -8.0921 -0.4218 -0.6705 0.107 -0.033 -0.265
H -8.8109 -0.8866 -2.2202 -0.038 0.040 0.030
H -7.5872 -1.9265 -1.4657 0.028 -0.001 -0.025
C -10.8759 -2.4772 1.5164 0.069 0.046 -0.032
C -10.2735 -1.3074 0.8841 -0.263 -0.189 0.215
N -9.8167 -0.3772 0.3945 -0.336 0.239 0.272
H -11.8152 -2.7159 1.0227 -0.027 0.014 0.017
H -10.2008 -3.3272 1.4383 0.000 -0.009 0.001
H -11.0707 -2.2648 2.5654 -0.044 0.020 0.001
C -12.2126 2.0456 2.4631 -0.165 -0.084 0.132
C -13.0027 0.8758 2.8392 0.302 0.197 -0.127
N -13.5968 -0.0633 3.1185 -0.120 -0.271 0.057
H -11.6203 2.3778 3.3133 0.012 0.021 -0.003
H -11.5462 1.7879 1.6432 0.007 -0.016 -0.010
H -12.8672 2.8536 2.1479 0.030 0.033 -0.028
C 9.4581 1.2602 5.3919 -0.010 -0.056 -0.014
C 8.4579 0.2339 5.6659 0.211 0.273 0.140
N 7.6728 -0.5615 5.9208 -0.200 -0.258 -0.163
H 10.0300 1.4534 6.2977 -0.050 0.000 0.050
H 10.1291 0.9232 4.6038 0.011 0.012 -0.006
H 8.9655 2.1781 5.0780 -0.001 0.018 0.013
C 6.8533 2.6862 -1.7986 0.279 0.022 0.019
C 8.1948 2.4311 -1.2772 -0.330 0.071 -0.116
N 9.2430 2.2310 -0.8614 0.215 -0.093 0.105
H 6.6263 3.7491 -1.7422 -0.031 0.003 0.002
H 6.7940 2.3650 -2.8359 -0.016 0.042 -0.028
H 6.1252 2.1393 -1.2074 -0.022 0.061 0.086
C -10.1081 3.3443 -0.9431 -0.002 -0.003 0.050
C -11.1500 4.0120 -0.1678 0.308 -0.118 -0.242
N -11.9652 4.5357 0.4422 -0.217 0.139 0.144
H -9.3094 3.0092 -0.2825 0.007 0.017 0.019
H -10.5265 2.4828 -1.4599 -0.013 -0.013 0.008
H -9.6969 4.0345 -1.6768 0.002 0.015 -0.003
C 7.5441 -0.7445 9.8696 0.033 0.070 -0.028
C 8.3579 0.3223 9.2962 -0.192 -0.249 0.139
N 8.9961 1.1593 8.8464 0.207 0.226 -0.200
H 6.6030 -0.8161 9.3288 -0.002 -0.009 -0.020
H 8.0738 -1.6913 9.7929 -0.002 -0.014 -0.001
H 7.3422 -0.5303 10.9169 -0.002 -0.004 0.011
C 9.8800 5.5434 0.2745 -0.056 0.132 0.076
C 8.9772 6.4281 1.0072 0.245 -0.181 -0.188
N 8.2655 7.1219 1.5756 -0.217 0.138 0.145
H 10.5467 5.0369 0.9686 0.014 -0.027 -0.012
H 9.3041 4.7986 -0.2668 0.051 -0.055 -0.013
H 10.4728 6.1204 -0.4321 0.011 0.008 0.002
C 0.9265 -5.1072 -5.9539 -0.033 -0.166 -0.191
C 1.1347 -6.1417 -6.9649 -0.083 0.267 0.216
N 1.2976 -6.9532 -7.7556 0.066 -0.208 -0.193
H 1.1965 -5.4898 -4.9755 0.005 0.001 0.026
H 1.5439 -4.2410 -6.1793 0.010 0.018 0.028
H -0.1194 -4.8069 -5.9433 -0.006 0.013 0.013
C -0.2225 1.0903 -5.5782 -0.062 0.041 0.033
C -1.2381 1.7282 -4.7466 0.198 -0.146 -0.263
N -2.0451 2.2276 -4.1060 -0.141 0.119 0.225
H 0.6015 0.7513 -4.9531 0.009 -0.004 -0.004
H -0.6546 0.2365 -6.0959 -0.002 -0.004 -0.011
H 0.1521 1.8015 -6.3115 0.006 -0.002 -0.010
C -4.8831 4.0100 -0.8482 -0.064 -0.017 0.018
C -5.8633 3.7184 0.1950 0.250 0.042 -0.262
N -6.6330 3.4894 1.0120 -0.231 -0.097 0.156
H -5.1338 4.9521 -1.3313 0.007 0.012 -0.007
H -3.8896 4.0851 -0.4116 0.011 -0.016 0.003
H -4.8843 3.2159 -1.5934 0.003 -0.019 0.002
```
Positions in Å, forces in eV/Å.

Energy relative to the best compared isomer or geometry (same formula, charge and spin) in kJ/mol: 46.28
Spin multiplicity: 1
Kohn-Sham gap in eV: 6.55
E_HOMO in hartree: -0.4075
LUMO energy in eV: -4.54
Charge: +1

Atomic partial charges in e from the Mulliken method, atoms 1 to 99: -1.579, 0.799, -0.362, -0.243, 1.627, -0.373, -0.632, 0.025, -0.601, 0.058, -0.605, 0.406, -0.506, -0.132, -0.789, 0.200, -1.658, -0.103, 0.299, -0.569, -0.275, -0.301, 0.425, 0.405, 0.385, -0.010, 0.190, 0.069, 0.534, 0.492, 0.461, 0.301, 0.591, 0.460, 0.424, 0.426, 0.356, 0.146, 0.415, 0.093, -0.802, 0.440, -0.406, 0.299, 0.195, 0.284, -0.770, 0.432, -0.543, 0.259, 0.363, 0.341, -0.874, 0.349, -0.415, 0.280, 0.322, 0.291, -0.363, 0.285, -0.414, 0.279, -0.129, 0.296, -0.831, 0.405, -0.423, 0.297, 0.304, 0.268, -0.282, 0.269, -0.408, 0.357, 0.256, -0.157, -0.667, 0.415, -0.470, 0.153, 0.249, 0.354, -0.811, 0.376, -0.404, 0.262, 0.259, 0.324, -0.384, 0.278, -0.342, 0.258, -0.104, 0.268, -0.504, 0.153, -0.327, 0.174, 0.238

***

ORCA calculation (ωB97M-V/def2-TZVPD) on a cluster of 4 separate species, C2H10NO5 in total.

Structure (XYZ):
```
18
Properties=species:S:1:pos:R:3:forces:R:3
O -2.1960 -1.5988 0.2325 -0.186 0.153 0.288
C -1.2381 -0.9578 0.5753 0.527 -0.769 -0.522
N -0.1189 -0.7874 -0.1918 1.616 1.791 0.873
C 0.8637 0.3019 0.1335 -0.838 -1.990 -0.492
O 0.4472 1.5375 -0.1170 -0.838 0.088 -0.624
H -1.0383 -0.5491 1.5816 -0.559 0.172 0.052
H -0.0063 -1.0754 -1.1512 -0.808 -0.335 0.010
H 1.6819 -0.0097 -0.5400 0.565 0.700 0.458
H 1.2199 0.3508 1.1874 -0.043 -0.638 -0.331
H 0.8182 2.8411 -1.5078 0.172 0.386 -0.280
H 1.7767 2.0946 -2.3891 0.146 0.218 -0.200
O 1.4788 2.9925 -2.2002 -0.221 -0.403 0.128
H -1.1437 -4.9294 1.0582 -0.006 0.071 -0.027
H -1.4039 -4.0688 -0.1866 -0.128 0.098 0.121
O -1.6628 -4.8860 0.2503 0.064 -0.165 -0.071
H 1.9395 2.6294 2.0946 -0.073 0.054 0.007
H 1.0720 2.7662 0.8058 0.744 0.398 0.562
O 1.7261 3.2236 1.3698 -0.134 0.171 0.048
```
Positions in Å, forces in eV/Å.

Energy relative to the best compared isomer or geometry (same formula, charge and spin) in kJ/mol: 108.04
Spin multiplicity: 2
Kohn-Sham gap (alpha / beta) in eV: 11.08 / 7.24
E_HOMO (alpha / beta) in hartree: -0.4039 / -0.4034
LUMO energy (alpha / beta) in eV: 0.09 / -3.73

Now the Mulliken charges, all in e: -0.505, 0.134, -0.156, -0.328, -0.408, 0.299, 0.246, 0.272, 0.305, 0.393, 0.272, -0.596, 0.312, 0.302, -0.624, 0.274, 0.458, -0.652

***

ORCA calculation (ωB97M-V/def2-TZVPD) on the molecule C21H25NO8.

Structure (XYZ):
```
55
Properties=species:S:1:pos:R:3:forces:R:3
C -4.7020 -3.0768 -0.2298 0.404 0.225 0.038
C -3.1850 -3.0289 -0.1937 -0.097 -0.633 -0.044
O -2.7821 -1.7235 0.2092 -0.220 0.284 0.025
C -1.5779 -1.5978 0.7819 0.459 -0.136 0.244
O -0.8391 -2.5406 0.9841 -0.148 -0.020 -0.035
C -1.2903 -0.2152 1.1291 0.119 0.436 0.286
C -0.2909 0.2326 1.9727 -0.161 -0.596 -0.158
C 0.7561 -0.5181 2.7069 0.014 -0.004 0.046
N -0.4047 1.5835 2.0503 0.087 -0.011 0.058
C -1.4447 2.0310 1.2868 -0.555 -0.120 -0.378
C -1.7149 3.4728 1.0753 0.074 0.010 -0.154
C -2.0241 0.9362 0.6918 0.181 0.229 0.867
C -3.0583 0.9914 -0.3529 0.216 -0.066 -0.308
O -4.1615 1.4561 -0.2120 -0.031 0.040 -0.104
C -2.5839 0.4909 -1.7265 -0.566 0.360 -0.374
O -1.2265 0.1014 -1.7143 0.149 -0.246 -0.063
C -0.3419 1.1213 -1.5457 -0.083 0.370 -0.173
O -0.6513 2.2734 -1.7287 -0.113 -0.258 -0.117
C 0.9732 0.6382 -1.0999 0.245 0.154 0.063
C 1.2544 -0.7277 -1.0881 0.158 0.126 0.049
C 2.4434 -1.2472 -0.6103 0.073 -0.020 0.022
O 2.7214 -2.5867 -0.5876 0.262 0.285 0.062
C 1.6776 -3.4909 -0.8814 -0.191 -0.154 0.021
C 3.4120 -0.3447 -0.1244 -0.161 0.072 -0.064
O 4.6337 -0.6378 0.3873 -0.340 0.299 -0.113
C 5.1021 -1.9673 0.4764 0.289 -0.460 0.083
C 3.1318 1.0197 -0.1314 0.060 0.071 0.027
C 1.9329 1.5368 -0.6013 -0.172 -0.335 -0.093
O 1.6170 2.8502 -0.5721 -0.014 -0.114 -0.029
C 2.5742 3.7729 -0.1117 0.145 0.098 0.066
H -5.0850 -2.3164 -0.9051 -0.114 0.040 -0.083
H -5.0302 -4.0553 -0.5689 -0.046 -0.088 -0.041
H -5.1058 -2.8883 0.7612 -0.072 -0.008 0.080
H -2.7765 -3.7611 0.5121 -0.065 0.140 -0.189
H -2.7607 -3.2339 -1.1847 0.001 0.014 0.144
H 0.6099 -1.5813 2.5435 0.058 -0.016 0.037
H 0.7121 -0.3067 3.7754 0.035 -0.012 0.084
H 1.7450 -0.2410 2.3398 0.101 -0.017 -0.009
H 0.2116 2.1823 2.5764 -0.053 -0.075 -0.040
H -2.7773 3.6324 0.9129 -0.038 0.062 0.044
H -1.1803 3.8049 0.1830 0.027 0.097 -0.001
H -1.3848 4.0615 1.9286 -0.037 0.098 0.071
H -2.7479 1.3082 -2.4397 -0.023 -0.175 0.138
H -3.1629 -0.3812 -2.0320 0.058 0.092 0.064
H 0.4948 -1.3884 -1.4666 -0.055 -0.134 0.019
H 0.8117 -3.3213 -0.2365 0.066 -0.016 -0.088
H 2.0927 -4.4784 -0.6850 -0.064 0.021 -0.059
H 1.3798 -3.4289 -1.9328 0.004 0.001 0.003
H 6.1051 -1.8838 0.8948 -0.069 -0.021 -0.030
H 5.1525 -2.4429 -0.5041 0.008 0.032 0.092
H 4.4783 -2.5703 1.1383 0.067 0.043 -0.059
H 3.9071 1.6590 0.2580 0.059 0.096 0.044
H 2.1052 4.7505 -0.2109 0.071 -0.044 0.028
H 3.4847 3.7462 -0.7178 -0.016 -0.011 0.029
H 2.8341 3.5988 0.9382 0.011 -0.003 -0.029
```
Positions in Å, forces in eV/Å.

Energy relative to the best compared isomer or geometry (same formula, charge and spin) in kJ/mol: 241.62
Spin multiplicity: 1
Kohn-Sham gap in eV: 8.49
E_HOMO in hartree: -0.2904
SMILES string: CCOC(=O)c1c(C)[nH]c(C)c1C(=O)COC(=O)c1cc(OC)c(OC)cc1OC
LUMO energy in eV: 0.59

Now the Mulliken charges, all in e: -1.237, -0.331, -0.236, 0.282, -0.727, 2.011, -0.658, -1.649, 0.416, 0.025, -1.656, 0.484, 0.124, -0.642, -0.739, -0.345, 0.340, -0.620, 0.094, 0.016, 1.120, -0.517, -0.603, -0.242, -0.490, -0.776, -0.438, -0.051, -0.351, -1.084, 0.300, 0.426, 0.305, 0.366, 0.286, 0.280, 0.448, 0.204, 0.288, 0.376, 0.236, 0.444, 0.445, 0.333, 0.677, 0.124, 0.292, 0.321, 0.309, 0.259, 0.270, 0.477, 0.232, 0.395, 0.386

***

Ordered E results: -1470.3956; -3438.8769; -513.0536; -1471.9022; unit hartree.